Molecular formula: C3H5O2S
Method: DFT, ωB97M-V with the def2-TZVPD basis set

Element x y z (Å)
O 0.452815 -2.254743 1.292721
C -0.216375 -1.559181 0.552400
O -1.354699 -1.722959 0.033765
C 0.429437 -0.251621 -0.030000
C -0.582727 0.754281 -0.206895
S 0.211754 2.420661 -0.648387
H 1.238689 -0.010001 0.729798
H 0.805975 -0.660684 -0.994800
H -1.349219 0.513654 -0.920138
H -1.078493 0.934928 0.686757
H 1.442844 1.835666 -0.495217

Cartesian forces (eV/Å) of the 6 atoms listed first:
0.74 -0.95 1.16
-1.34 1.16 -2.02
-0.17 -0.71 0.64
2.13 -2.66 1.06
-0.14 2.37 -1.20
0.55 -1.06 0.05

Maximum force   3.57 eV/A
E_tot   -18123.525 eV
E_HOMO   -3.99 eV
Energy above the lowest of the compared OMol25 structures with the same formula, charge and spin   48.46 kJ/mol
Total charge   -1

Here are the Löwdin charges for atoms 1 to 2, given in e: -0.046, -0.779

Molecular formula: C3H5O2SSi
Method: DFT, ωB97M-V with the def2-TZVPD basis set

Element x y z (Å)
C 3.938347 2.444116 0.232846
C 2.720225 2.324425 0.202465
C -2.418755 -0.044273 -0.466379
O -2.164791 -1.319111 -0.901583
O -3.127026 0.738445 -1.070200
Si -1.123426 -2.158836 0.048170
S -1.846313 0.172928 1.107148
H 4.940327 2.396237 0.359546
H 1.753885 2.468112 0.061077
H 0.163888 -1.306394 -0.014471
H -1.784323 -2.478548 1.329853
H -1.052033 -3.237101 -0.888474

Cartesian forces (eV/Å) of the 6 atoms listed first:
-5.05 -0.61 -0.06
6.58 0.48 0.24
-1.50 0.36 0.40
-1.09 0.95 -1.69
0.39 -0.56 -0.91
0.83 1.92 0.72

Maximum force   6.60 eV/A
E_tot   -25999.457 eV
E_HOMO   -3.63 eV
Energy above the lowest of the compared OMol25 structures with the same formula, charge and spin   56.03 kJ/mol
Total charge   -1

Here are the Löwdin charges for atoms 1 to 2, given in e: 0.016, 0.042

Molecular formula: C3H5O3
Method: DFT, ωB97M-V with the def2-TZVPD basis set

Element x y z (Å)
O 1.485402 -0.837044 1.457399
C 1.625773 -0.450245 0.206621
O 2.656078 -0.307095 -0.446919
C 0.308534 0.103622 -0.364849
C -0.935092 0.091852 0.477824
O -2.039367 0.184084 -0.341809
H 0.507854 1.128769 -0.820782
H 0.107271 -0.494967 -1.338455
H -1.023640 0.753158 1.236900
H -0.948738 -0.959748 0.925870
H -1.744079 0.787619 -0.991798

Cartesian forces (eV/Å) of the 6 atoms listed first:
0.28 -0.17 -0.76
1.15 1.96 -1.20
-1.27 -1.02 1.52
0.09 0.42 -2.29
0.72 -4.93 -0.75
-1.27 -0.45 -0.04

Maximum force   5.04 eV/A
E_tot   -9331.578 eV
Spin multiplicity   2
E_HOMO (spin up / spin down)   -10.80 / -10.71 eV
Energy above the lowest of the compared OMol25 structures with the same formula, charge and spin   64.13 kJ/mol
<S²>   0.75

Here are the Löwdin charges for atoms 1 to 2, given in e: 0.248, -0.538

Molecular formula: C3H5O3
Method: DFT, ωB97M-V with the def2-TZVPD basis set

Element x y z (Å)
C -1.308782 -0.448367 2.022563
C -0.658595 0.725107 -0.911735
C 1.611183 -0.092738 -1.294176
O -1.678120 1.185130 -0.683065
O 0.254836 0.303939 -1.560361
O -0.357707 -0.213109 1.365160
H -1.184625 -0.858964 2.975240
H -2.361299 0.059393 1.690752
H 1.733461 -0.996743 -1.965408
H 1.587898 -0.378754 -0.203032
H 2.361752 0.715106 -1.435937

Cartesian forces (eV/Å) of the 6 atoms listed first:
-3.82 2.85 -0.79
-2.08 0.79 0.11
1.92 -2.13 1.69
1.03 -0.37 0.20
-0.59 0.66 -0.77
2.43 0.00 -2.22

Maximum force   4.83 eV/A
E_tot   -9324.253 eV
E_HOMO   -14.95 eV
Energy above the lowest of the compared OMol25 structures with the same formula, charge and spin   124.45 kJ/mol
Total charge   +1

Here are the Löwdin charges for atoms 1 to 2, given in e: -0.062, -0.184

Molecular formula: C3H5O3P
Method: DFT, ωB97M-V with the def2-TZVPD basis set

Element x y z (Å)
C 1.368685 0.102328 -2.188224
C 1.235327 0.622090 -0.973105
P 0.417265 -0.074896 0.548732
O 0.088309 -1.533084 -0.098388
C -1.527595 0.144108 1.479694
O -2.063928 -0.961099 1.517263
O -1.411567 1.106822 2.347143
H 2.038524 0.615541 -2.898048
H 0.967776 -0.863275 -2.585350
H 1.728943 1.420564 -0.511279
H -0.872994 -1.757071 0.205450
H -1.968745 1.177972 3.156113

Cartesian forces (eV/Å) of the 6 atoms listed first:
0.67 -0.18 -0.71
-2.24 -1.10 0.91
0.07 -0.77 0.05
-2.78 -0.60 0.85
2.21 -3.03 -1.77
-0.13 2.39 0.42

Maximum force   4.14 eV/A
E_tot   -18620.985 eV
E_HOMO   -8.06 eV
Energy above the lowest of the compared OMol25 structures with the same formula, charge and spin   308.20 kJ/mol

Here are the Löwdin charges for atoms 1 to 2, given in e: -0.050, -0.364

Molecular formula: C3H5O3Rb
Method: DFT, ωB97M-V with the def2-TZVPD basis set

Element x y z (Å)
O 0.195399 0.386067 -0.567815
C 0.491775 -0.056712 0.643565
C -1.224495 0.341659 -0.784107
O 1.512609 0.261125 1.225863
O -0.562539 -0.546586 1.264379
C -1.726839 -0.457214 0.426197
H -1.412936 -0.156065 -1.740083
H -1.595771 1.371950 -0.809882
H -2.041975 -1.474623 0.169451
H -2.517598 0.052730 0.984263
H 3.628388 -0.536619 -1.219274
Rb 5.253982 0.814286 0.407441

Cartesian forces (eV/Å) of the 6 atoms listed first:
-0.42 -0.11 -1.20
2.19 2.97 1.72
0.29 -0.19 -0.07
-0.94 -1.33 -0.83
-1.24 -0.97 0.38
0.04 -0.26 0.00

Maximum force   4.07 eV/A
E_tot   -9986.985 eV
E_HOMO (spin up / spin down)   -5.42 / -5.42 eV
Energy above the lowest of the compared OMol25 structures with the same formula, charge and spin   0.00 kJ/mol

Here are the Löwdin charges for atoms 1 to 2, given in e: 0.045, -0.606

Copy entry 5 word for word.
Molecular formula: C3H5O3P
Method: DFT, ωB97M-V with the def2-TZVPD basis set

Element x y z (Å)
C 1.368685 0.102328 -2.188224
C 1.235327 0.622090 -0.973105
P 0.417265 -0.074896 0.548732
O 0.088309 -1.533084 -0.098388
C -1.527595 0.144108 1.479694
O -2.063928 -0.961099 1.517263
O -1.411567 1.106822 2.347143
H 2.038524 0.615541 -2.898048
H 0.967776 -0.863275 -2.585350
H 1.728943 1.420564 -0.511279
H -0.872994 -1.757071 0.205450
H -1.968745 1.177972 3.156113

Cartesian forces (eV/Å) of the 6 atoms listed first:
0.67 -0.18 -0.71
-2.24 -1.10 0.91
0.07 -0.77 0.05
-2.78 -0.60 0.85
2.21 -3.03 -1.77
-0.13 2.39 0.42

Maximum force   4.14 eV/A
E_tot   -18620.985 eV
E_HOMO   -8.06 eV
Energy above the lowest of the compared OMol25 structures with the same formula, charge and spin   308.20 kJ/mol

Here are the Löwdin charges for atoms 1 to 2, given in e: -0.050, -0.364

Copy entry 3 word for word.
Molecular formula: C3H5O3
Method: DFT, ωB97M-V with the def2-TZVPD basis set

Element x y z (Å)
O 1.485402 -0.837044 1.457399
C 1.625773 -0.450245 0.206621
O 2.656078 -0.307095 -0.446919
C 0.308534 0.103622 -0.364849
C -0.935092 0.091852 0.477824
O -2.039367 0.184084 -0.341809
H 0.507854 1.128769 -0.820782
H 0.107271 -0.494967 -1.338455
H -1.023640 0.753158 1.236900
H -0.948738 -0.959748 0.925870
H -1.744079 0.787619 -0.991798

Cartesian forces (eV/Å) of the 6 atoms listed first:
0.28 -0.17 -0.76
1.15 1.96 -1.20
-1.27 -1.02 1.52
0.09 0.42 -2.29
0.72 -4.93 -0.75
-1.27 -0.45 -0.04

Maximum force   5.04 eV/A
E_tot   -9331.578 eV
Spin multiplicity   2
E_HOMO (spin up / spin down)   -10.80 / -10.71 eV
Energy above the lowest of the compared OMol25 structures with the same formula, charge and spin   64.13 kJ/mol
<S²>   0.75

Here are the Löwdin charges for atoms 1 to 2, given in e: 0.248, -0.538

Question: Which of these has the lowest maximum force?
Answer: C3H5O2S